No. 1
C2HBr4NO2 | ωB97M-V/def2-TZVPD

Its energy above the lowest of the compared OMol25 structures with the same formula, charge and spin is 0.4538 eV. Its energy is -10577.84861 hartree. The HOMO energy (alpha / beta) is -0.30523 / -0.35547 Eh.

Structure (ORCA input):
```
! RIJCOSX wB97M-V def2-TZVPD def2/J DEFGRID3
* xyz 0 1
C 0.067 -0.576 0.289
C -2.902 0.071 -0.069
N -0.475 0.072 1.387
O -0.326 1.277 1.353
O -1.238 -0.503 2.139
Br -0.226 -2.445 0.012
Br -2.758 1.983 0.116
Br -2.908 -0.714 -1.773
Br -3.644 -0.864 1.218
H 0.815 -0.157 -0.301
*
```


No. 2
C2H2FN3S | ωB97M-V/def2-TZVPD

Its energy above the lowest of the compared OMol25 structures with the same formula, charge and spin is 5.8080 eV. Its energy is -739.48346 hartree. The HOMO energy (alpha / beta) is -0.34704 / -0.33963 Eh.

Structure (ORCA input):
```
! RIJCOSX wB97M-V def2-TZVPD def2/J DEFGRID3
* xyz 0 1
C -0.602 0.094 -0.162
C 0.324 0.296 -1.272
N -0.344 1.182 0.549
N 0.968 1.417 -1.115
N 0.476 1.884 -0.029
F 0.291 -0.495 -2.360
S 0.420 -1.388 2.482
H -1.315 -0.651 0.276
H -0.217 -2.340 1.632
*
```


Repeat the first record exactly.
C2HBr4NO2 | ωB97M-V/def2-TZVPD

Its energy above the lowest of the compared OMol25 structures with the same formula, charge and spin is 0.4538 eV. Its energy is -10577.84861 hartree. The HOMO energy (alpha / beta) is -0.30523 / -0.35547 Eh.

Structure (ORCA input):
```
! RIJCOSX wB97M-V def2-TZVPD def2/J DEFGRID3
* xyz 0 1
C 0.067 -0.576 0.289
C -2.902 0.071 -0.069
N -0.475 0.072 1.387
O -0.326 1.277 1.353
O -1.238 -0.503 2.139
Br -0.226 -2.445 0.012
Br -2.758 1.983 0.116
Br -2.908 -0.714 -1.773
Br -3.644 -0.864 1.218
H 0.815 -0.157 -0.301
*
```


- Which value of energy does entry 1 give?
  -10577.84861 hartree


- Which value of energy does entry 1 give?
  -10577.84861 hartree


- Look up the energy of the second one.
  -739.48346 hartree